This record from the Open Molecules 2025 dataset describes C17H33AlBF5I2N2O4P as an isolated structure. The level of theory is ωB97M-V with the def2-TZVPD basis set.

Last column: natural (NBO) charge in e.
Positions of all 66 atoms, in Å:
C  3.6634  -1.7143  -0.5070  -0.623
C  3.9992  -0.3025  -1.0356  -0.388
C  3.2566  0.0715  -2.3192  -0.413
C  1.8046  0.6112  -2.1650  -0.211
N  1.4723  1.2455  -0.8980  -1.200
Al  0.6278  0.2651  0.4204  2.038
C  1.4959  0.7150  2.1677  -1.044
C  1.4697  2.2308  2.4924  -0.392
C  2.8487  2.8731  2.2826  -0.469
C  2.8424  4.3648  2.0275  0.620
F  4.0184  4.9264  2.4800  -0.342
F  1.8280  5.0007  2.6934  -0.330
C  2.7308  4.8055  0.5479  0.917
F  3.5782  4.1000  -0.2206  -0.319
F  3.0311  6.0970  0.4048  -0.313
F  1.4928  4.6108  0.0851  -0.301
O  0.5284  -1.4674  -0.0423  -0.942
C  -0.6773  -1.9762  0.4081  0.183
O  -0.8883  -3.2183  -0.2921  -0.720
B  -0.4721  -2.2830  1.9845  1.041
N  -1.5089  -2.1311  3.0276  -1.151
O  0.7878  -2.6851  2.3493  -0.855
C  -1.7612  -0.8755  0.0281  -0.019
C  -3.1140  -0.9050  0.8105  -0.333
I  -4.1910  0.9527  0.4274  0.047
C  -4.1885  -2.0256  0.6668  -0.282
C  -3.8545  -3.3362  -0.0344  -0.664
I  -5.0075  -2.5607  2.6267  0.000
P  -1.7735  -0.7536  -1.8976  0.778
C  -1.6755  1.0520  -2.2199  -0.955
C  -3.5070  -1.1367  -2.4963  -0.713
C  -3.9254  -0.2712  -3.6934  -0.605
O  -1.1574  0.3249  0.4700  -1.006
H  2.8236  -2.1541  -1.0504  0.231
H  4.5228  -2.3812  -0.6233  0.186
H  3.3909  -1.6957  0.5502  0.217
H  3.8080  0.4274  -0.2445  0.194
H  5.0753  -0.2459  -1.2394  0.185
H  3.2131  -0.8264  -2.9472  0.195
H  3.8426  0.8080  -2.8835  0.183
H  1.6567  1.3226  -2.9945  0.154
H  1.0974  -0.2037  -2.3462  0.207
H  2.2446  1.8166  -0.5801  0.349
H  2.5397  0.3693  2.1637  0.204
H  1.0211  0.1728  2.9939  0.206
H  0.7408  2.7631  1.8691  0.204
H  1.1647  2.3930  3.5297  0.196
H  3.4626  2.7528  3.1819  0.227
H  3.3792  2.3676  1.4723  0.234
H  -1.2897  -3.8603  0.2955  0.454
H  -1.0735  -1.8828  3.9114  0.371
H  -2.1261  -2.9157  3.1893  0.396
H  0.7848  -3.0150  3.2514  0.474
H  -2.8599  -0.7631  1.8570  0.275
H  -5.0864  -1.6015  0.2271  0.227
H  -4.7774  -3.7636  -0.4409  0.216
H  -3.4562  -4.0772  0.6626  0.198
H  -3.1493  -3.2022  -0.8424  0.255
H  -0.8312  1.4717  -1.6755  0.278
H  -1.4496  1.1337  -3.2888  0.216
H  -2.5862  1.6119  -2.0111  0.216
H  -3.4793  -2.1778  -2.8311  0.208
H  -4.2691  -1.0570  -1.7226  0.203
H  -4.2978  0.7011  -3.3676  0.209
H  -3.0918  -0.1208  -4.3857  0.203
H  -4.7185  -0.7724  -4.2595  0.196

Forces on the atoms, in the same order (eV/Å):
0.054 0.099 -0.086
0.171 -0.253 0.025
-0.055 0.048 -0.030
-0.023 0.214 -0.163
0.100 -0.510 0.255
0.432 -0.027 -0.308
-0.103 0.111 0.149
-0.027 -0.017 -0.174
-0.016 0.004 0.265
0.087 0.290 0.086
-0.283 -0.178 -0.107
0.362 -0.157 -0.104
-0.259 -0.341 -0.154
-0.015 0.123 0.118
-0.005 0.141 0.016
0.181 0.002 0.105
-0.115 0.051 0.112
0.192 -0.271 0.064
-0.056 0.049 -0.250
-0.403 0.086 0.173
0.914 -0.129 0.024
-0.103 0.041 -0.165
-0.037 0.838 0.160
-0.245 -0.296 -0.160
-0.021 0.146 0.179
0.186 0.138 -0.065
-0.298 -0.228 0.151
-0.124 0.121 0.003
0.069 -0.444 -0.149
-0.107 0.066 -0.197
0.042 -0.059 -0.174
0.001 -0.252 -0.034
-0.272 -0.155 0.275
-0.007 0.083 0.167
-0.049 -0.005 0.020
-0.047 -0.082 -0.082
-0.048 0.065 -0.125
-0.082 0.014 0.033
0.058 0.099 -0.080
-0.001 0.003 0.160
-0.038 -0.104 -0.033
0.036 0.013 0.134
-0.076 0.189 -0.105
-0.083 -0.054 0.005
-0.013 -0.032 -0.062
0.009 -0.064 0.089
-0.012 0.154 -0.082
-0.048 -0.111 -0.097
-0.017 0.152 -0.034
-0.008 -0.053 0.105
-0.160 -0.166 0.110
-0.338 0.198 -0.173
0.088 0.089 0.113
0.124 -0.073 -0.182
0.145 -0.083 -0.056
0.103 0.040 0.084
0.137 0.068 -0.099
0.126 0.114 -0.123
-0.075 0.018 -0.006
0.000 0.063 0.097
0.108 0.030 0.125
-0.036 0.012 0.123
-0.033 0.014 0.040
0.102 -0.007 -0.063
-0.077 0.049 0.060
-0.011 0.117 0.095

Values from the calculation:
**HOMO-LUMO gap**: 0.246 Eh
**ΔE to the lowest compared entry with this formula, charge and spin**: 0.0 kcal/mol
**E**: -75692.9753 eV
**Total charge**: -1
**HOMO energy**: -4.66 eV

This record from the Open Molecules 2025 dataset describes C17H33AlBrCaF3N2O12S as an isolated structure. The level of theory is ωB97M-V with the def2-TZVPD basis set.

Last column: Löwdin charge in e.
Positions of all 71 atoms, in Å:
C  -3.5307  0.0818  0.0331  0.045
C  -2.4246  -0.2839  -0.8637  -0.586
O  -2.5972  -0.7472  -1.9767  0.132
O  -1.1403  -0.1901  -0.3602  -0.230
C  -0.2880  0.7763  -1.1313  0.014
C  1.1416  0.3054  -1.3820  -0.334
C  1.6724  -0.5184  -0.1717  -0.117
C  1.9062  0.1726  1.1504  -0.199
C  0.7181  0.0551  2.0748  -0.601
Br  -0.1898  1.7097  2.3812  0.976
N  2.0463  1.3986  -1.5766  0.143
C  3.2074  1.0247  -2.2230  -0.428
O  4.3042  1.5023  -2.0742  0.136
C  2.8227  -0.1701  -3.0990  0.014
C  1.3993  -0.5615  -2.6548  -0.313
C  1.5095  -2.0602  -2.2831  -0.101
C  0.1288  -2.5438  -1.7845  -0.203
C  -0.4203  -3.6932  -2.6324  -0.542
N  -1.4311  -3.3907  -3.5143  0.202
O  0.0623  -4.7992  -2.5160  0.117
C  0.3812  -0.5096  -3.8190  -0.080
C  0.5038  0.6535  -4.8160  -0.403
C  -0.8751  0.9271  -5.4094  -0.028
O  0.9708  1.8441  -4.2039  -0.010
H  -3.2836  -0.1023  1.0785  0.063
H  -4.4009  -0.5230  -0.2003  0.124
H  -3.7618  1.1458  -0.0369  0.123
H  -0.2474  1.7276  -0.6083  0.128
H  -0.8144  0.9679  -2.0602  0.131
H  2.6457  -0.8844  -0.4788  0.132
H  1.0674  -1.4134  0.0341  0.077
H  2.7417  -0.3370  1.6271  0.139
H  2.2073  1.2129  1.0818  0.118
H  0.0214  -0.7153  1.7551  -0.004
H  1.0693  -0.2255  3.0695  0.003
H  2.0329  2.2141  -0.9810  0.167
H  2.9425  0.0115  -4.1603  0.143
H  3.5665  -0.9233  -2.8368  0.140
H  2.2828  -2.2526  -1.5546  0.119
H  1.8139  -2.6241  -3.1592  0.149
H  -0.5711  -1.7003  -1.7103  0.042
H  0.3381  -2.9727  -0.7745  0.075
H  -2.0627  -4.1710  -3.6599  0.135
H  -1.9429  -2.5422  -3.3023  0.074
H  -0.6504  -0.5274  -3.4650  0.084
H  0.4955  -1.4187  -4.4087  0.138
H  1.1677  0.4243  -5.6479  0.151
H  -1.4793  1.3749  -4.6127  0.082
H  -1.3883  0.0212  -5.7198  0.093
H  -0.8207  1.6664  -6.2021  0.098
H  0.2605  2.4874  -4.1239  0.099
Ca  -1.4986  -2.3869  0.1955  1.713
O  -4.2823  2.2884  1.9932  -0.059
H  -3.3582  2.0785  2.2262  -0.070
O  -2.0310  -0.0662  2.9886  -0.223
H  -1.2411  -0.0720  3.5636  -0.155
H  -2.5603  0.6719  3.3387  0.060
C  0.7460  1.7045  7.6496  -0.681
F  -0.1776  1.7298  8.5949  0.183
F  1.0715  2.9415  7.3088  0.182
F  1.8195  1.0655  8.0893  0.176
S  0.0835  0.8323  6.1777  0.471
O  -1.0817  1.5854  5.7510  -0.282
O  -0.2513  -0.5233  6.6076  -0.324
O  1.1552  0.8450  5.1980  -0.319
O  0.6493  5.2468  2.0093  -0.067
H  1.1534  5.7689  2.6423  0.047
H  0.2163  4.5710  2.5364  -0.028
Al  -0.4855  -1.5833  4.5951  1.192
O  -1.4641  -3.6558  5.7626  -0.245
H  -1.5704  -3.9463  6.6817  0.006

Forces on the atoms, in the same order (eV/Å):
-0.055 -0.821 0.773
-1.037 0.553 -1.837
0.456 -0.058 1.034
-0.011 0.794 0.208
0.508 0.816 -0.870
0.265 -1.044 0.469
0.359 0.428 0.096
-0.072 -0.178 0.270
0.529 0.296 0.681
0.789 1.450 -0.720
-0.453 0.869 0.542
0.408 0.107 -0.778
-0.858 -0.083 -0.113
0.500 0.286 0.807
0.720 -1.414 -0.901
-0.673 0.360 -0.394
0.289 -0.949 -0.008
0.008 -0.835 -0.150
-0.543 0.107 1.174
-0.244 0.538 0.198
0.415 0.543 -0.100
-1.079 0.548 -0.270
0.058 0.155 0.437
0.349 -0.168 0.317
0.163 0.266 0.101
-0.287 0.278 -0.337
-0.066 0.193 0.033
-0.317 -0.193 0.640
0.008 -0.120 -0.148
0.061 0.049 -0.044
0.133 0.093 0.064
0.103 0.025 0.092
0.071 0.102 -0.216
-0.369 0.011 -0.221
0.097 0.025 0.261
0.220 -0.065 0.117
-0.055 0.329 -0.048
-0.064 -0.283 -0.142
-0.068 -0.204 0.027
-0.196 -0.090 -0.164
0.375 -0.140 -0.446
0.161 -0.317 -0.383
0.298 -0.133 -0.622
0.123 0.139 -0.399
-0.047 0.033 0.158
0.035 -0.123 -0.004
0.346 -0.187 0.204
-0.183 -0.040 0.051
0.032 -0.032 -0.319
-0.019 -0.153 -0.278
-0.001 0.025 -0.196
0.013 -0.152 0.294
0.527 -0.618 0.114
-0.103 0.563 -0.088
-0.979 -1.879 0.421
-0.486 1.354 -0.549
-0.225 -0.087 0.401
0.244 0.144 0.774
-0.022 -0.052 -0.114
-0.110 -0.245 -0.162
-0.020 -0.042 -0.083
-0.745 3.027 -1.439
0.348 -0.668 0.230
-0.406 -2.674 -1.115
0.231 -0.917 -0.254
0.027 -0.177 -0.128
-0.011 0.056 -0.024
0.012 0.137 0.165
-0.335 -1.441 4.761
0.364 1.119 -2.225
0.497 0.766 0.374

Values from the calculation:
**HOMO-LUMO gap**: 0.089 Eh
**E**: -159754.1487 eV
**Total charge**: +2
**HOMO energy**: -14.32 eV

This record from the Open Molecules 2025 dataset describes C17H33BN3O6Pt as an isolated structure. The level of theory is ωB97M-V with the def2-TZVPD basis set.

Last column: natural (NBO) charge in e.
Positions of all 61 atoms, in Å:
Pt  0.8468  -0.4000  -0.3949  0.528
C  0.9473  -0.1436  -3.3040  -0.258
O  1.0970  0.6857  -2.1242  -0.529
C  0.6241  2.0297  -2.4122  -0.081
C  0.9579  2.9624  -1.2794  -0.083
O  0.2929  2.4643  -0.1521  -0.544
C  0.6327  3.1112  1.0579  -0.086
C  -0.1367  2.4603  2.1779  -0.082
O  0.2390  1.1146  2.3796  -0.530
C  1.2821  0.9521  3.3100  -0.246
H  1.4955  0.3244  -4.1224  0.184
H  -0.1088  -0.2390  -3.5496  0.221
H  1.3680  -1.1152  -3.0696  0.212
H  -0.4517  1.9832  -2.5715  0.219
H  1.1316  2.3430  -3.3258  0.194
H  0.6278  3.9786  -1.5286  0.193
H  2.0452  2.9832  -1.1143  0.173
H  0.3706  4.1769  1.0101  0.180
H  1.7150  3.0348  1.2323  0.168
H  -1.2011  2.4635  1.9334  0.202
H  0.0047  3.0535  3.0896  0.179
H  1.0187  1.3741  4.2860  0.177
H  2.2190  1.4157  2.9744  0.159
H  1.4396  -0.1181  3.4276  0.182
C  1.9406  -3.4572  3.0012  -0.402
N  2.8226  -2.7865  2.0408  -0.378
C  4.1654  -2.9956  2.0073  0.124
C  4.9539  -2.3501  1.1242  -0.363
C  4.3268  -1.4482  0.2154  0.478
N  3.0116  -1.2592  0.2276  -0.622
C  2.2706  -1.8985  1.1577  0.761
O  1.0359  -1.6722  1.2109  -0.605
N  5.0464  -0.7618  -0.6746  -0.737
H  2.5076  -4.2338  3.5064  0.219
H  1.0979  -3.8951  2.4740  0.242
H  1.5633  -2.7397  3.7265  0.228
H  4.5542  -3.7032  2.7259  0.236
H  6.0195  -2.5176  1.1104  0.247
H  6.0350  -0.9064  -0.7735  0.414
H  4.5727  -0.1688  -1.3348  0.418
C  -3.3313  1.7161  -1.2481  -0.641
C  -3.1406  0.2307  -1.5305  0.263
C  -3.9371  -0.1821  -2.7516  -0.633
O  -1.7276  0.0340  -1.7989  -0.787
B  -1.1292  -0.3343  -0.6016  0.935
O  -2.0576  -0.6270  0.3603  -0.741
C  -3.3612  -0.6593  -0.2683  0.235
C  -3.6542  -2.1130  -0.6159  -0.632
C  -4.3899  -0.1344  0.7125  -0.625
H  -3.0012  2.2876  -2.1167  0.213
H  -2.7376  2.0254  -0.3865  0.218
H  -4.3787  1.9538  -1.0623  0.222
H  -3.7149  0.4923  -3.5792  0.218
H  -5.0069  -0.1213  -2.5442  0.221
H  -3.6972  -1.1975  -3.0604  0.223
H  -2.9092  -2.5050  -1.3099  0.214
H  -4.6436  -2.2236  -1.0596  0.218
H  -3.6152  -2.7043  0.2983  0.225
H  -4.1142  0.8477  1.0913  0.220
H  -4.4631  -0.8177  1.5579  0.226
H  -5.3709  -0.0694  0.2381  0.216

Forces on the atoms, in the same order (eV/Å):
-0.126 -0.178 -0.259
0.017 0.073 0.007
0.032 0.303 -0.674
0.024 -0.052 0.099
0.142 -0.367 0.050
-0.186 0.241 0.225
0.071 0.122 -0.093
-0.047 -0.018 0.069
-0.049 0.020 0.123
0.049 0.063 -0.004
0.009 -0.002 -0.011
-0.003 -0.008 0.029
0.018 -0.011 0.011
-0.063 -0.045 -0.012
-0.037 0.045 -0.017
0.014 -0.013 -0.070
-0.027 0.027 0.020
0.026 -0.012 -0.012
-0.004 0.002 -0.013
0.024 -0.040 -0.023
-0.031 -0.048 0.026
-0.010 0.010 -0.008
-0.007 -0.010 -0.010
0.011 -0.027 -0.015
0.002 0.000 0.002
0.049 0.034 -0.018
-0.090 0.025 -0.015
0.099 -0.042 0.034
-0.061 0.044 -0.088
0.175 -0.076 0.486
-0.129 -0.093 0.114
-0.005 -0.098 -0.037
-0.003 -0.004 -0.092
0.011 0.012 -0.001
0.003 -0.005 -0.016
-0.004 0.009 0.002
-0.013 0.003 0.004
-0.002 0.006 -0.013
-0.002 0.001 0.017
0.000 0.016 0.012
0.023 -0.045 0.017
-0.096 0.045 0.053
0.028 -0.010 0.018
0.169 -0.025 0.026
-0.208 0.136 0.021
0.241 -0.039 0.166
-0.045 -0.017 -0.118
0.046 0.029 0.011
0.037 0.021 -0.015
-0.005 0.004 -0.002
-0.001 0.016 0.000
0.002 0.009 -0.003
-0.008 -0.002 -0.002
-0.003 -0.004 -0.011
-0.009 0.007 -0.004
-0.018 -0.011 -0.009
-0.001 -0.013 0.004
0.000 -0.012 0.000
-0.012 0.000 0.002
-0.014 -0.001 0.004
-0.005 0.005 0.010

Values from the calculation:
**HOMO-LUMO gap**: 0.303 Eh
**ΔE to the lowest compared entry with this formula, charge and spin**: 20.5 kcal/mol
**E**: -38839.6623 eV
**Total charge**: +1
**HOMO energy**: -10.89 eV